Entry 1:
Here is a molecular structure, C36H76N5O7Tl at a distorted geometry from the OMol25 dataset. Energies are from wB97M-V/def2-TZVPD.

Cartesian coordinates (Å):
Tl 1.7081 1.5932 -2.3706
N -0.6637 0.7595 -0.0317
O -1.5376 0.5048 0.7910
O 0.5643 0.7242 0.2188
O -0.9543 1.1617 -1.1894
C 3.0246 5.2373 1.9286
C 2.0847 4.0263 1.7380
C 1.1955 3.6378 2.9309
C -0.0097 4.5468 3.0310
C -0.7819 4.5054 1.7275
C 0.0721 5.0082 0.4915
N 1.2550 4.1190 0.5342
O 2.0409 4.2565 -0.6530
C -0.7239 4.6783 -0.7679
C 0.2747 6.5335 0.5990
C 2.9354 2.7463 1.5283
H 3.3431 5.2656 2.9726
H 2.5559 6.1887 1.6898
H 3.9668 5.1280 1.3872
H 0.9300 2.5802 2.9039
H 1.8419 3.6828 3.8133
H 0.2778 5.5794 3.2245
H -0.6970 4.1070 3.7583
H -1.5732 5.2538 1.8293
H -1.2042 3.5213 1.5247
H -1.6413 5.2586 -0.8327
H -0.1084 4.8621 -1.6508
H -0.9900 3.6189 -0.7925
H 1.0457 6.8101 -0.1302
H -0.5608 7.0979 0.1820
H 0.4641 6.8746 1.6119
H 3.5124 2.4867 2.4237
H 3.7666 2.8949 0.8280
H 2.3164 1.8917 1.2610
H 2.6249 4.9892 -0.3731
C -3.6837 -1.0342 3.6186
C -4.9869 -1.6980 3.0716
C -6.2672 -1.5177 3.9080
C -6.8117 -0.0962 3.8734
C -7.1521 0.2745 2.4223
C -6.0849 -0.0047 1.3855
N -5.2916 -1.2161 1.7044
O -4.3308 -1.5060 0.8076
C -6.7494 -0.1638 0.0068
C -5.0915 1.1565 1.3361
C -4.7823 -3.2084 2.9391
H -3.7643 -0.1186 4.1945
H -2.9787 -0.9941 2.7867
H -3.2403 -1.8014 4.2585
H -6.9593 -2.2408 3.4719
H -6.1155 -1.7816 4.9556
H -5.9883 0.5688 4.1687
H -7.6029 0.1604 4.5724
H -7.2288 1.3589 2.5687
H -8.1829 -0.0195 2.2239
H -6.0078 -0.4790 -0.7323
H -7.4580 -0.9936 -0.0239
H -7.2393 0.7371 -0.3498
H -4.7775 1.5225 2.3211
H -4.0867 0.9712 0.9362
H -5.4709 2.0205 0.7934
H -3.7787 -3.4313 2.5580
H -5.4514 -3.6933 2.2319
H -4.7734 -3.7346 3.8933
H -3.7397 -0.7191 0.7220
C 5.7076 -2.0486 -0.1191
C 4.3607 -2.7422 0.1700
C 4.5653 -4.0969 0.8727
C 4.6758 -3.9185 2.3941
C 3.4642 -3.1569 2.9348
C 3.1633 -1.8389 2.2602
N 3.3375 -1.9032 0.8076
O 3.0201 -0.7428 0.1627
C 1.7342 -1.3498 2.6120
C 4.1273 -0.7273 2.8007
C 3.7726 -3.1119 -1.2142
H 5.4935 -1.1857 -0.7504
H 6.3959 -2.7864 -0.5157
H 6.1570 -1.6295 0.7855
H 3.8213 -4.8654 0.6632
H 5.5185 -4.5465 0.5926
H 5.6320 -3.4874 2.6900
H 4.5331 -4.8409 2.9623
H 3.6641 -2.9301 3.9845
H 2.5991 -3.8217 2.8996
H 1.5281 -1.7222 3.6159
H 1.6012 -0.2711 2.5826
H 0.9891 -1.7835 1.9435
H 4.1781 0.2249 2.2642
H 3.8451 -0.5106 3.8299
H 5.1702 -1.0567 2.7842
H 4.4729 -3.8142 -1.6805
H 3.7821 -2.2603 -1.8943
H 2.8305 -3.6521 -1.1833
H 3.6592 -0.1000 0.5336
C -1.1860 -2.5475 -4.0514
C 0.2115 -2.0652 -3.6874
C 1.2663 -3.1541 -4.0387
C 1.5992 -3.2846 -5.5307
C 2.0257 -1.9241 -6.0515
C 0.9925 -0.8196 -5.7736
N 0.6516 -0.8211 -4.3268
O -0.3268 0.2128 -4.1192
C 1.7245 0.4915 -6.0999
C -0.1739 -0.9930 -6.7694
C 0.3409 -1.9294 -2.1685
H -1.8523 -1.7295 -4.3223
H -1.6669 -3.0365 -3.1997
H -1.2254 -3.3455 -4.7955
H 2.2500 -2.9468 -3.6136
H 0.9089 -4.1157 -3.6644
H 0.7384 -3.7530 -6.0169
H 2.4092 -4.0000 -5.6907
H 2.1813 -2.1014 -7.1207
H 3.0120 -1.6067 -5.7058
H 2.1390 0.4398 -7.1061
H 0.9881 1.2972 -6.0832
H 2.5680 0.6629 -5.4304
H -1.0679 -0.3914 -6.5350
H 0.0370 -0.6357 -7.7737
H -0.5858 -1.9992 -6.6900
H -0.3832 -1.1622 -1.8713
H 1.3435 -1.6467 -1.8572
H 0.0194 -2.8542 -1.6914
H -1.0167 -0.0137 -4.7653

Atoms 1-6, force components in eV/Å:
-0.71 -0.28 0.21
0.88 1.54 -1.97
-0.04 -0.57 0.52
-0.42 -0.59 0.96
-0.44 -0.42 0.43
-0.03 -0.21 0.65

Computed properties:
LUMO level, eV: -10.78
Charge: +2
HOMO-LUMO gap, eV: 1.78

Entry 2:
Here is 6 unconnected molecules or ions with the total composition C6H26NO6 at a distorted geometry from the OMol25 dataset. Energies are from wB97M-V/def2-TZVPD.

Cartesian coordinates (Å):
C -1.1839 -1.0837 0.8637
O -0.5637 -0.9937 2.1737
C -0.5973 -0.0201 -0.1204
C -0.5788 -0.3958 -1.6033
C 0.2809 -1.6820 -1.8502
C -0.2157 0.7398 -2.5834
C -1.3200 1.7805 -2.5385
N 0.7957 0.2783 0.3275
H -2.1888 -0.7058 1.0455
H -1.2286 -2.1076 0.6987
H -1.1608 -0.4377 2.7073
H -1.1815 0.9136 -0.0276
H -1.6613 -0.5313 -1.8596
H 0.1377 -1.7946 -2.9613
H 1.3292 -1.5376 -1.5334
H -0.1341 -2.5378 -1.3892
H 0.8323 0.9948 -2.2960
H -0.2506 0.3704 -3.6133
H -1.4653 2.3502 -1.6379
H -2.2745 1.2911 -2.7280
H -1.2821 2.5033 -3.4420
H 1.3354 -0.5995 0.6055
H 0.6873 0.9666 1.0756
H 1.3060 0.8664 -0.4253
H 3.6095 2.1540 2.0225
H 2.8281 2.1485 3.4353
O 2.7664 1.9513 2.4669
H -2.3683 -2.4707 3.8461
H -1.4075 -3.8739 3.3218
O -1.8512 -3.0465 3.2731
H 2.2290 -2.9139 -0.1661
H 0.9851 -3.1683 0.7943
O 1.6806 -2.5743 0.5395
H -2.1702 3.5384 1.7965
H -3.0074 2.3483 1.8859
O -2.1128 2.5777 1.6494
H 3.5173 2.0988 -0.8602
H 2.9083 1.2834 -1.9341
O 2.9752 1.3196 -0.9590

Atoms 1-6, force components in eV/Å:
-0.62 3.09 1.96
-0.05 1.20 -0.55
0.12 -0.53 -0.45
-0.88 -1.18 -0.13
-0.85 1.99 -2.05
0.13 -0.47 1.11

Computed properties:
LUMO level, eV: -2.48
Charge: +1
HOMO-LUMO gap, eV: 10.71

Entry 3:
Here is a molecular structure, C24H50BrClP2Si2Zr at a distorted geometry from the OMol25 dataset. Energies are from wB97M-V/def2-TZVPD.

Cartesian coordinates (Å):
Zr 0.0863 -0.0123 -0.0782
C -0.6165 0.0795 2.3311
C -0.1380 -1.2305 2.0475
C 1.2650 -1.0779 1.7282
Si -1.3044 -2.6884 2.2503
C 1.5888 0.3067 1.7698
C 0.3993 1.0514 2.1152
Si -0.0011 2.8603 2.4124
H -1.6218 0.3055 2.6745
H 1.9663 -1.8893 1.6493
H 2.5826 0.7258 1.7278
Cl 0.8699 -0.1568 -2.9049
C -1.5683 3.0784 3.3952
C 1.4389 3.6542 3.2823
C -2.8204 -2.2374 3.2348
C -0.3816 -4.0851 3.0622
H 1.5459 3.1608 4.2551
H 1.2260 4.7146 3.4576
H 2.3860 3.5750 2.7435
H -2.4194 2.6369 2.8728
H -1.7638 4.1462 3.5351
H -1.4564 2.6060 4.3761
H -0.0493 -3.7310 4.0448
H 0.4902 -4.4338 2.5037
H -1.0574 -4.9342 3.2148
H -2.5239 -1.9196 4.2391
H -3.4728 -3.1123 3.3180
H -3.3787 -1.4348 2.7487
C -0.3127 3.5991 0.6887
C -1.8862 -3.1189 0.4931
P 0.5945 2.6691 -0.5818
H 0.0279 4.6458 0.6861
H -1.3896 3.5320 0.4556
P -0.6436 -2.6192 -0.7356
H -2.8192 -2.5705 0.2766
H -2.0438 -4.2061 0.4274
C -1.3676 -3.0638 -2.3789
C 0.6991 -3.9046 -0.4578
C 2.3634 3.2090 -0.2503
C 0.1626 3.4767 -2.1873
C -0.8619 2.6630 -2.9826
H 1.1181 3.4892 -2.7393
C -0.3585 4.9059 -2.0425
H -1.2978 4.9318 -1.4768
H -0.5582 5.2894 -3.0504
H 0.3533 5.5869 -1.5674
H -0.4904 1.6544 -3.1991
H -1.0382 3.1617 -3.9456
H -1.8135 2.5791 -2.4442
H 2.5386 2.9136 0.7969
C 2.5721 4.7216 -0.3749
C 3.3549 2.4566 -1.1469
H 1.9411 5.3115 0.3036
H 2.4017 5.0658 -1.4036
H 3.6153 4.9467 -0.1131
H 3.3426 1.3702 -0.9814
H 4.3684 2.8251 -0.9291
H 3.1564 2.6509 -2.2097
H 0.9777 -3.7697 0.5999
C 1.9314 -3.6283 -1.3286
C 0.2170 -5.3447 -0.6597
H -0.6167 -5.6282 -0.0034
H 1.0499 -6.0215 -0.4235
H -0.0773 -5.5259 -1.7020
H 2.4011 -2.6588 -1.1117
H 1.6792 -3.6655 -2.3972
H 2.6731 -4.4187 -1.1394
C -1.9175 -1.8409 -3.1181
C -2.4702 -4.1188 -2.3047
H -0.5098 -3.4700 -2.9426
H -3.3314 -3.7538 -1.7318
H -2.1415 -5.0682 -1.8725
H -2.8051 -4.3204 -3.3294
H -2.7388 -1.3691 -2.5650
H -2.2806 -2.1592 -4.1048
H -1.1325 -1.0941 -3.2890
C 2.5620 -0.4799 -3.4883
H 3.2844 -0.6658 -2.6535
H 2.5434 -1.3566 -4.1763
H 2.9006 0.3901 -4.0928
Br -2.3926 0.5887 -0.1654

Atoms 1-6, force components in eV/Å:
0.19 -0.14 -1.55
0.38 -0.10 -0.12
0.35 0.55 0.65
-0.07 0.52 1.09
0.26 0.30 -0.84
-0.19 -0.46 1.06

Computed properties:
LUMO level (alpha / beta), eV: 0.60 / 0.60
HOMO-LUMO gap (alpha / beta), eV: 4.49 / 4.49

Entry 4:
Here is 4 unconnected molecules or ions with the total composition C2H11O4 at a distorted geometry from the OMol25 dataset. Energies are from wB97M-V/def2-TZVPD.

Cartesian coordinates (Å):
C -0.1918 -0.9986 0.9931
O -0.5103 -0.9709 -0.3311
C 1.2927 -0.8165 1.4217
H -0.2223 -2.1028 1.3113
H -0.8395 -0.3677 1.6344
H 1.5337 -1.2750 2.3888
H 1.5644 0.2483 1.5776
H 2.0066 -1.2199 0.7042
H -2.1094 1.3336 0.5354
H -1.6284 0.1654 -0.2065
O -2.4360 0.8179 -0.2409
H -0.9403 -0.1389 -2.3614
H -0.8202 1.3112 -1.8851
O -0.7811 0.7621 -2.6932
H 1.4190 1.8095 -1.1647
H 0.9094 0.5155 -0.6932
O 1.7534 0.9267 -0.9903

Atoms 1-6, force components in eV/Å:
1.08 -3.11 0.38
0.27 1.73 0.05
0.50 1.74 0.34
-1.11 0.83 0.30
0.06 -0.21 0.17
-0.44 -0.24 -0.01

Computed properties:
LUMO level, eV: 4.01
Charge: -1
HOMO-LUMO gap, eV: 7.80

Entry 5:
Here is C5H9NO in the gas phase at a distorted geometry from the OMol25 dataset. Energies are from wB97M-V/def2-TZVPD.

Cartesian coordinates (Å):
C -1.4304 1.2112 1.4057
C -1.2835 -0.1298 0.7673
O -1.7509 -1.1513 1.2413
C -0.3925 -0.3344 -0.4023
C 0.7806 -0.7518 0.4740
N 0.9130 0.2171 -0.5926
C 1.5819 -0.0688 -1.8553
H -1.7054 1.0691 2.4518
H -0.5273 1.8201 1.3066
H -2.2431 1.7134 0.8734
H -0.6951 -1.1246 -1.0948
H 0.5832 -1.8256 0.5443
H 0.8904 -0.2724 1.4439
H 2.5826 0.3748 -1.8358
H 1.0223 0.3979 -2.6725
H 1.6742 -1.1449 -2.0550

Atoms 1-6, force components in eV/Å:
-0.09 0.11 0.10
-0.37 0.04 0.09
-0.73 0.53 -0.23
-0.27 -0.25 0.05
0.24 -0.12 0.30
-0.07 0.02 0.07

Computed properties:
LUMO level, eV: 1.04
Structure (SMILES): CC(=O)[C@@H]1CN1C
HOMO-LUMO gap, eV: 10.20

Entry 6:
Here is C5H7FO in the gas phase at a distorted geometry from the OMol25 dataset. Energies are from wB97M-V/def2-TZVPD.

Cartesian coordinates (Å):
C -0.2296 2.9119 -0.4940
C 0.1587 1.7342 -0.0416
O -0.7254 0.7176 0.2662
C -0.2573 -0.5507 0.2330
C -1.0345 -1.4910 1.0549
C 0.7908 -0.8746 -0.5253
F 1.2440 -2.1442 -0.5356
H -1.2345 3.1940 -0.7221
H 0.5523 3.6337 -0.6780
H 1.1843 1.5660 0.3303
H -0.6747 -2.4556 0.8840
H -2.0929 -1.3380 0.7297
H -0.9275 -1.1655 2.0904
H 1.2319 -0.2564 -1.3046

Atoms 1-6, force components in eV/Å:
0.63 -0.05 -0.21
0.06 -0.12 0.95
-0.09 1.11 -0.06
1.15 -0.26 -0.78
-1.14 2.06 0.01
-0.50 0.25 -0.37

Computed properties:
LUMO level, eV: 1.03
Structure (SMILES): C=CO/C(C)=C/F
HOMO-LUMO gap, eV: 9.67

Entry 7:
Here is 7 unconnected molecules or ions with the total composition C9H30BrN2O10 at a distorted geometry from the OMol25 dataset. Energies are from wB97M-V/def2-TZVPD.

Cartesian coordinates (Å):
Br -0.4654 0.4282 -0.6579
C 2.7153 -1.2218 -2.3625
O 3.7772 -1.5032 -2.8974
N 2.4817 -1.2237 -1.0808
N 1.6029 -1.0104 -3.0419
H 1.5128 -1.2176 -0.7959
H 3.1917 -1.5213 -0.4270
H 1.6401 -0.8185 -4.0328
H 0.7675 -0.8375 -2.5012
C -0.4954 -3.7862 -0.5498
C -1.1952 -3.2201 -1.7697
O -2.1638 -2.2839 -1.3009
O 0.1994 -4.9906 -0.9273
H -1.1126 -3.9544 0.3327
H 0.2685 -3.0987 -0.1863
H -1.9044 -3.9209 -2.2102
H -0.5007 -2.8317 -2.5147
H -1.7094 -1.4473 -1.1772
H 0.6318 -5.4289 -0.1907
C 3.9442 3.6542 0.5927
C 3.1286 2.5276 -0.0686
O 1.7942 2.8128 0.2674
O 3.6781 4.9850 0.1350
H 4.9866 3.4587 0.3410
H 3.8421 3.4696 1.6621
H 3.4166 1.5201 0.2317
H 3.3531 2.6387 -1.1294
H 1.3166 1.9963 0.1038
H 2.7355 5.1110 0.2664
C -0.4262 -1.1725 3.3401
C 0.4474 -0.1267 4.1294
O 0.8902 0.8569 3.2226
O 0.2244 -1.8069 2.2063
H -1.3791 -0.7431 3.0308
H -0.6866 -1.9719 4.0338
H 1.2923 -0.6060 4.6241
H -0.0113 0.3724 4.9830
H 1.8146 0.7129 3.0070
H -0.0639 -1.3029 1.4418
C -4.8454 0.5289 -0.7516
C -4.6478 0.7911 0.7286
O -3.2648 0.4298 1.0889
O -4.2498 1.6022 -1.5884
H -5.8784 0.5282 -1.0997
H -4.5074 -0.4824 -0.9778
H -5.3364 0.1553 1.2852
H -4.8500 1.8447 0.9214
H -2.7358 0.9473 0.4775
H -3.6926 1.1501 -2.2262
O 0.3341 3.3919 -2.3390
H 0.3136 2.5920 -1.8137
H -0.1791 4.0233 -1.8349

Atoms 1-6, force components in eV/Å:
0.06 -0.01 0.06
1.42 -1.25 -2.01
1.05 0.35 -0.13
0.05 -0.13 3.86
-2.11 0.49 -1.81
0.27 0.27 0.52

Computed properties:
LUMO level, eV: 2.80
Charge: -1
HOMO-LUMO gap, eV: 9.23

Entry 8:
Here is a molecular structure, C25H19Cl2ErN9O3 at a distorted geometry from the OMol25 dataset. Energies are from wB97M-V/def2-TZVPD.

Cartesian coordinates (Å):
Er 0.1304 -0.1015 -0.1066
Cl 7.1174 -0.8767 1.2629
C 5.6376 -0.4198 0.5219
C 4.4353 -0.8070 1.0858
C 3.2071 -0.4694 0.5105
N 1.9619 -0.8458 1.0304
C 1.8777 -1.5261 2.1912
O 2.7750 -1.9076 2.9334
C 0.4573 -1.8518 2.6275
C 0.3438 -2.4457 3.8858
C -0.8996 -2.7828 4.3761
C -2.0009 -2.5365 3.5693
C -1.8027 -1.9637 2.3261
N -0.6060 -1.6028 1.8396
C 3.2089 0.3120 -0.6935
C 4.4385 0.6983 -1.2347
C 5.6394 0.3384 -0.6505
Cl 7.1211 0.8254 -1.3695
N 1.9659 0.6427 -1.2450
C 1.8880 1.3884 -2.3658
O 2.7885 1.8594 -3.0489
C 0.4685 1.6857 -2.8226
C 0.3637 2.3758 -4.0296
C -0.8774 2.7391 -4.5108
C -1.9853 2.4195 -3.7381
C -1.7983 1.7366 -2.5517
N -0.6042 1.3417 -2.0829
H 4.4570 -1.3838 1.9962
H 1.2526 -2.6275 4.4414
H -1.0136 -3.2349 5.3498
H -2.9994 -2.7891 3.8919
H -2.6615 -1.8022 1.6867
H 4.4618 1.2930 -2.1337
H 1.2777 2.6135 -4.5534
H -0.9840 3.2603 -5.4487
H -2.9810 2.6988 -4.0478
H -2.6651 1.5025 -1.9449
N -1.1256 3.0655 3.0014
C -0.0950 2.5103 2.3547
N -0.5474 1.6429 1.4664
C -1.9171 1.7067 1.6163
N -2.2713 2.5704 2.5473
C -2.8537 0.9140 0.8428
C -4.2386 1.0992 0.9596
N -5.1054 0.3553 0.3098
C -4.6200 -0.5874 -0.4994
C -3.2570 -0.7552 -0.6706
N -2.3532 -0.0199 -0.0081
H -1.1259 3.7661 3.7321
H 0.9336 2.7526 2.5371
H -4.6397 1.8697 1.5995
H -5.3427 -1.2057 -1.0143
H -2.8656 -1.4988 -1.3537
C -0.5130 -2.6066 -2.7130
O -0.0314 -2.2569 -1.4060
H -1.3128 -3.3507 -2.6365
H 0.2853 -3.0121 -3.3366
H -0.8855 -1.6966 -3.1835
H 0.4837 -3.0205 -1.0945

Atoms 1-6, force components in eV/Å:
0.33 -0.64 -0.37
0.13 -0.13 0.23
-0.14 0.45 -0.72
-0.14 -0.09 0.13
0.98 0.54 -0.82
-0.76 0.11 -0.07

Computed properties:
LUMO level (alpha / beta), eV: -4.20 / -4.19
Charge: +1
Expectation value of S²: 3.75
2S+1: 4
HOMO-LUMO gap (alpha / beta), eV: 5.28 / 5.29

Number 1: E_tot -65013.715 eV. Number 2: E_tot -20411.740 eV. Number 3: E_tot -143880.240 eV. Number 4: E_tot -10442.734 eV. Number 5: E_tot -8865.585 eV. Number 6: E_tot -10061.490 eV. Number 7: E_tot -103319.382 eV. Number 8: E_tot -98452.446 eV.